{
  "formula": "C41H53N5O2Zr",
  "method": "ωB97M-V with the def2-TZVPD basis set",
  "charge": 2,
  "orbital_gap_ev": 5.66,
  "multiplicity": 1,
  "elements": ["Zr", "C", "C", "C", "C", "C", "C", "C", "C", "C", "C", "C", "C", "C", "C", "C", "C", "N", "C", "C", "C", "N", "C", "C", "C", "N", "C", "C", "C", "C", "C", "C", "C", "C", "C", "C", "C", "C", "N", "C", "C", "H", "H", "H", "H", "H", "H", "H", "H", "H", "H", "H", "H", "H", "H", "H", "H", "H", "H", "H", "H", "H", "H", "H", "H", "H", "H", "H", "H", "H", "H", "H", "H", "H", "H", "H", "H", "H", "H", "H", "H", "H", "H", "H", "H", "O", "C", "O", "C", "N", "C", "C", "C", "H", "H", "H", "H", "H", "H", "H", "H", "H"],
  "xyz": [[0.036, -0.041, 0.014], [-5.719, -2.227, -1.527], [-5.395, -1.649, -0.141], [-4.215, -0.736, -0.197], [-4.217, 0.632, -0.307], [-5.401, 1.543, -0.295], [-5.711, 2.037, 1.126], [-2.843, 1.053, -0.377], [-2.396, 2.367, -0.474], [-1.078, 2.808, -0.580], [-0.653, 4.178, -0.700], [-1.552, 5.371, -0.631], [-2.111, 5.792, -1.996], [0.712, 4.161, -0.856], [1.126, 2.783, -0.816], [2.439, 2.323, -0.873], [2.883, 1.009, -0.729], [2.059, -0.084, -0.549], [2.877, -1.185, -0.368], [2.435, -2.492, -0.174], [1.123, -2.953, -0.155], [0.018, -2.138, -0.231], [-1.090, -2.949, -0.144], [-2.401, -2.480, -0.121], [-2.840, -1.162, -0.216], [-2.023, -0.056, -0.335], [-0.672, -4.326, -0.059], [0.700, -4.327, -0.059], [1.626, -5.499, -0.041], [2.162, -5.810, -1.448], [-1.599, -5.496, -0.042], [-2.132, -5.817, -1.447], [4.252, -0.768, -0.427], [4.253, 0.584, -0.666], [5.441, 1.493, -0.702], [5.735, 2.043, 0.703], [5.435, -1.671, -0.291], [5.791, -2.353, -1.620], [0.023, 1.978, -0.630], [1.633, 5.328, -1.015], [2.036, 5.558, -2.479], [-6.578, -2.894, -1.466], [-4.872, -2.784, -1.930], [-5.958, -1.428, -2.230], [-5.206, -2.462, 0.563], [-6.260, -1.101, 0.231], [-6.266, 1.010, -0.688], [-5.225, 2.396, -0.952], [-5.937, 1.199, 1.785], [-6.573, 2.703, 1.114], [-4.859, 2.574, 1.546], [-3.159, 3.133, -0.484], [-0.991, 6.208, -0.214], [-2.379, 5.162, 0.050], [-1.310, 6.103, -2.666], [-2.788, 6.636, -1.868], [-2.664, 4.982, -2.472], [3.200, 3.076, -1.035], [3.206, -3.240, -0.047], [-3.173, -3.229, -0.010], [1.102, -6.373, 0.343], [2.461, -5.305, 0.636], [1.345, -6.085, -2.116], [2.864, -6.642, -1.412], [2.668, -4.943, -1.876], [-2.438, -5.296, 0.628], [-1.075, -6.368, 0.347], [-2.653, -4.959, -1.875], [-2.828, -6.653, -1.403], [-1.316, -6.087, -2.117], [5.269, 2.322, -1.390], [6.310, 0.949, -1.069], [4.905, 2.672, 1.043], [6.641, 2.647, 0.704], [5.869, 1.223, 1.412], [5.234, -2.428, 0.469], [6.294, -1.093, 0.052], [4.957, -2.949, -1.994], [6.648, -3.010, -1.484], [6.043, -1.608, -2.375], [2.535, 5.173, -0.416], [1.142, 6.224, -0.633], [2.502, 4.666, -2.901], [2.742, 6.385, -2.547], [1.165, 5.802, -3.086], [1.247, 0.047, 3.982], [1.069, 0.572, 2.908], [0.255, 0.181, 1.971], [1.832, 1.893, 2.653], [2.797, 2.024, 3.786], [2.766, 3.431, 4.280], [1.314, 3.838, 4.067], [0.902, 3.120, 2.767], [2.367, 1.852, 1.706], [3.735, 1.712, 3.539], [2.437, 1.342, 4.482], [3.451, 4.027, 3.678], [3.084, 3.475, 5.319], [1.215, 4.916, 3.976], [0.706, 3.515, 4.912], [1.030, 3.776, 1.913], [-0.142, 2.812, 2.795]],
  "lowdin_charge": [1.95, -0.06, -0.18, -0.11, -0.11, -0.18, -0.07, -0.20, 0.08, -0.21, -0.11, -0.18, -0.06, -0.13, -0.23, 0.05, -0.23, -0.07, -0.20, 0.08, -0.20, -0.07, -0.20, 0.08, -0.19, -0.08, -0.10, -0.10, -0.17, -0.06, -0.17, -0.06, -0.11, -0.12, -0.17, -0.08, -0.18, -0.06, -0.06, -0.18, -0.06, 0.08, 0.07, 0.08, 0.12, 0.11, 0.12, 0.11, 0.08, 0.08, 0.07, 0.12, 0.11, 0.11, 0.07, 0.08, 0.08, 0.12, 0.12, 0.12, 0.11, 0.12, 0.08, 0.08, 0.07, 0.12, 0.11, 0.07, 0.08, 0.08, 0.12, 0.12, 0.06, 0.08, 0.08, 0.11, 0.11, 0.07, 0.08, 0.08, 0.11, 0.11, 0.08, 0.08, 0.07, 0.13, -0.52, -0.16, -0.15, 0.10, -0.09, -0.12, -0.08, 0.13, 0.19, 0.16, 0.14, 0.14, 0.13, 0.13, 0.11, 0.13]
}

{
  "formula": "C41H54AsBr3N5O8PSTi",
  "method": "ωB97M-V with the def2-TZVPD basis set",
  "charge": -2,
  "s_squared": 2.0203,
  "e_above_lowest_kcal_mol": 66.7,
  "orbital_gap_ev": [3.90, 3.93],
  "multiplicity": 3,
  "elements": ["Ti", "Br", "C", "C", "C", "Br", "C", "C", "C", "C", "N", "C", "C", "O", "H", "H", "H", "H", "C", "C", "C", "C", "C", "C", "C", "S", "O", "O", "N", "C", "C", "O", "O", "H", "H", "H", "H", "H", "H", "H", "H", "H", "C", "N", "C", "C", "O", "N", "C", "N", "H", "H", "H", "H", "H", "H", "H", "Br", "C", "C", "C", "C", "C", "C", "C", "O", "O", "H", "H", "H", "H", "C", "As", "C", "C", "H", "H", "H", "H", "H", "H", "H", "H", "H", "C", "C", "C", "P", "C", "C", "C", "C", "C", "C", "H", "H", "H", "H", "H", "H", "H", "H", "H", "H", "H", "H", "H", "H", "H", "H", "H", "H", "H", "H", "H"],
  "xyz": [[0.346, 1.900, -1.022], [0.190, 2.493, -5.924], [-1.059, 3.122, -4.644], [-2.040, 4.023, -5.030], [-2.932, 4.493, -4.082], [-4.242, 5.765, -4.657], [-2.909, 4.084, -2.740], [-3.786, 4.514, -1.704], [-3.607, 3.976, -0.417], [-2.613, 3.063, -0.166], [-1.754, 2.619, -1.125], [-1.911, 3.138, -2.389], [-0.955, 2.684, -3.327], [0.006, 1.868, -2.891], [-2.097, 4.360, -6.055], [-4.568, 5.229, -1.911], [-4.272, 4.261, 0.391], [-2.490, 2.625, 0.819], [5.536, -7.303, -1.090], [5.109, -5.883, -0.825], [5.722, -4.818, -1.473], [5.297, -3.512, -1.255], [4.259, -3.272, -0.377], [3.636, -4.323, 0.284], [4.062, -5.618, 0.059], [3.658, -1.620, -0.108], [4.442, -0.783, -0.970], [3.752, -1.390, 1.318], [2.103, -1.697, -0.513], [1.144, -1.712, 0.586], [0.407, -0.419, 0.840], [0.305, -0.054, 2.028], [-0.186, 0.202, -0.123], [6.444, -7.335, -1.692], [4.755, -7.845, -1.629], [5.724, -7.838, -0.158], [6.531, -5.010, -2.169], [5.750, -2.676, -1.771], [2.797, -4.123, 0.938], [3.559, -6.441, 0.554], [1.627, -1.977, 1.522], [0.397, -2.477, 0.327], [-0.803, 5.186, 3.514], [0.033, 4.594, 2.491], [0.248, 5.300, 1.229], [0.420, 4.140, 0.275], [0.648, 4.135, -0.931], [0.252, 2.979, 0.939], [-0.042, 3.257, 2.198], [-0.385, 2.309, 3.047], [-0.469, 6.205, 3.700], [-0.705, 4.633, 4.446], [-1.858, 5.203, 3.219], [1.137, 5.931, 1.254], [-0.625, 5.892, 0.940], [-0.213, 1.330, 2.680], [-0.322, 2.482, 4.035], [4.497, 3.584, 5.718], [4.141, 3.196, 3.880], [3.442, 2.047, 3.557], [3.159, 1.787, 2.222], [3.584, 2.663, 1.230], [4.309, 3.795, 1.582], [4.589, 4.078, 2.912], [3.194, 2.464, -0.225], [3.740, 3.133, -1.086], [2.235, 1.615, -0.391], [3.122, 1.361, 4.330], [2.607, 0.899, 1.952], [4.639, 4.453, 0.788], [5.140, 4.966, 3.192], [2.369, -3.617, -3.039], [1.328, -2.130, -2.239], [2.425, -0.755, -3.214], [0.320, -4.315, -0.965], [1.669, -4.122, -3.707], [2.679, -4.335, -2.284], [3.228, -3.255, -3.606], [3.500, -0.912, -3.178], [2.203, 0.257, -2.877], [2.081, -0.847, -4.251], [0.116, -4.875, -1.891], [-0.639, -4.211, -0.435], [0.991, -4.932, -0.344], [-5.394, -2.588, 1.389], [-4.020, -2.864, 0.777], [-3.323, -3.990, 1.548], [-2.794, -1.464, 0.533], [-3.395, -0.583, -0.997], [-4.894, -0.593, -1.294], [-2.623, -1.100, -2.214], [-3.086, -0.187, 1.862], [-2.762, -0.775, 3.235], [-4.375, 0.632, 1.891], [-5.989, -3.509, 1.405], [-5.954, -1.836, 0.837], [-5.299, -2.248, 2.422], [-4.168, -3.219, -0.251], [-3.124, -3.688, 2.580], [-2.370, -4.251, 1.088], [-3.953, -4.885, 1.578], [-3.074, 0.452, -0.834], [-5.248, -1.610, -1.490], [-5.089, -0.002, -2.194], [-5.494, -0.175, -0.488], [-2.811, -2.165, -2.387], [-1.548, -0.977, -2.091], [-2.932, -0.553, -3.110], [-2.268, 0.501, 1.615], [-3.525, -1.488, 3.559], [-2.717, 0.020, 3.987], [-1.796, -1.283, 3.219], [-5.250, 0.020, 2.114], [-4.544, 1.148, 0.946], [-4.302, 1.400, 2.671]],
  "lowdin_charge": [1.11, 0.73, -0.62, -0.21, -0.63, 0.67, -0.22, -0.09, -0.12, -0.19, -0.01, -0.17, -0.38, -0.21, 0.08, 0.05, 0.08, 0.09, -0.07, -0.29, -0.05, -0.06, -0.28, -0.06, -0.04, 0.59, -0.30, -0.30, -0.39, -0.22, -0.58, -0.02, -0.17, 0.07, 0.08, 0.07, 0.10, 0.11, 0.11, 0.11, 0.11, 0.06, -0.04, -0.07, -0.01, -0.45, 0.05, 0.12, -0.38, 0.24, 0.09, 0.08, 0.10, 0.14, 0.14, 0.08, 0.11, 0.66, -0.69, -0.12, 0.00, -0.11, -0.02, -0.14, -0.58, 0.07, -0.14, 0.10, 0.10, 0.12, 0.09, -0.33, 1.19, -0.34, -0.27, 0.01, -0.01, 0.01, -0.01, -0.01, 0.01, -0.08, -0.10, -0.09, -0.13, -0.55, -0.15, 1.12, -0.54, -0.13, -0.13, -0.55, -0.13, -0.12, 0.07, 0.05, 0.06, 0.09, 0.06, 0.04, 0.07, 0.08, 0.07, 0.08, 0.05, 0.07, 0.02, 0.08, 0.06, 0.05, 0.07, 0.06, 0.06, 0.05, 0.07]
}